{"formula": "C4H12NP", "method": "ωB97M-V with the def2-TZVPD basis set", "elements": ["C", "C", "C", "C", "N", "P", "H", "H", "H", "H", "H", "H", "H", "H", "H", "H", "H", "H"], "coordinates": [[1.030, 0.004, -1.562], [1.224, 1.092, 0.713], [-1.882, 0.260, 1.240], [0.214, 0.541, -0.383], [-0.597, -0.532, -0.013], [-0.168, -2.014, 0.532], [2.094, 0.231, -1.489], [0.863, -1.026, -1.646], [0.593, 0.387, -2.482], [2.266, 0.837, 0.343], [0.976, 0.769, 1.775], [1.206, 2.266, 0.727], [-2.410, 1.017, 0.736], [-2.583, -0.569, 1.430], [-1.556, 0.414, 2.339], [-0.350, 1.459, -0.699], [-1.564, -2.589, 0.665], [-0.097, -1.836, 1.906]], "e_above_lowest_kj_mol": 378.8, "orbital_gap_ha": 0.3561, "total_energy_ha": -555.572104, "multiplicity": 1, "e_lumo_ev": 0.9307}